Density functional theory data (wB97M-V/def2-TZVPD) for C3H4N2S in the gas phase.

Results
2S+1 ... 1
HOMO level (spin up / spin down) ... -8.6 / -8.3 eV

Cartesian coordinates (Å):
C: 0.2366 -0.4422 -1.5309
C: 1.5946 0.0551 -1.4020
C: -0.0028 -0.1647 0.9913
N: -0.2575 -0.9705 -2.6063
N: -0.2524 -0.5393 -0.3109
S: 2.8621 -0.3841 -0.5549
H: 0.4603 -0.8678 1.5834
H: 0.7389 0.7669 1.1256
H: -0.9144 0.1003 1.3826
H: -0.0009 -0.5438 -3.5524

=====

Density functional theory data (wB97M-V/def2-TZVPD) for a molecular structure, F12KP2.

Results
2S+1 ... 1
Charge ... -1
HOMO level ... -9.3 eV

Cartesian coordinates (Å):
K: -0.0240 0.3598 0.4717
P: -1.2308 -1.7641 3.3358
F: -0.5183 -1.5180 4.7620
F: -1.6109 -3.3856 3.6466
F: -2.5302 -1.1786 4.1217
F: -2.1931 -1.9214 2.0090
F: -0.8238 -0.2743 2.8698
F: 0.1171 -2.3239 2.7153
P: 1.3180 1.6851 -3.4396
F: 1.8599 1.2386 -4.9444
F: 2.8255 2.3111 -3.0618
F: 0.9519 3.2213 -3.8789
F: 0.6982 2.0503 -1.8939
F: -0.2744 1.3424 -3.8207
F: 1.4349 0.1572 -2.8926

=====

Density functional theory data (wB97M-V/def2-TZVPD) for 2 unconnected molecules or ions with the total composition C4H10N2O.

Results
SMILES ... [H]/N=C/[C@H]1CO1.CN
2S+1 ... 1
HOMO level ... -8.6 eV

Cartesian coordinates (Å):
C: 2.7647 0.4181 0.1594
N: 2.0431 -0.7534 -0.3111
O: -0.4322 0.9272 -0.0653
H: 1.3501 -1.0167 0.3764
H: 1.5311 -0.5130 -1.1473
H: 2.1176 1.2704 0.3986
H: 3.4745 0.7238 -0.6052
H: 3.3219 0.1453 1.0552
C: -1.8509 -1.1053 -0.2269
C: -1.5498 0.2935 -0.6148
C: -1.6704 1.3863 0.3715
N: -1.3109 -1.6292 0.7758
H: -1.5711 -2.5923 0.9711
H: -2.5719 -1.5942 -0.9017
H: -1.7510 0.5317 -1.6589
H: -1.9304 1.1327 1.3936
H: -1.9641 2.3752 0.0296

=====

Respective energy above the lowest of the compared OMol25 structures with the same formula, charge and spin values: 130.7, 22.9, 77.4 kcal per mole.